*1*
ORCA calculation (ωB97M-V/def2-TZVPD) on a 2-piece molecular cluster, C3H12NOS2 overall.

Calculated values
- Net charge: +1
- Highest occupied orbital energy: -13.24 eV

Each line ends with the natural charge from an NBO analysis.
Positions of all 19 atoms, in Å:
N -1.03172 -1.44778 0.11676  -0.705
C -1.48342 -0.14546 -0.51772  -0.049
C -0.73429 0.11614 -1.81663  -0.646
C -1.37826 0.98098 0.48735  -0.586
S 0.09550 1.19627 1.52566  0.138
S 1.76788 0.56427 0.49990  -0.142
H -1.78188 -1.87243 0.65586  0.432
H -0.67340 -2.16189 -0.54826  0.479
H -0.28044 -1.23685 0.78691  0.437
H -2.52382 -0.28300 -0.73869  0.230
H -0.60340 -0.79304 -2.39920  0.237
H -1.34184 0.77855 -2.43255  0.247
H 0.22774 0.58731 -1.70686  0.236
H -1.69776 1.90592 -0.00885  0.256
H -2.16947 0.87593 1.24367  0.247
H 2.13139 1.72236 -0.07718  0.157
H 1.36306 -2.51916 -1.82038  0.497
H 0.73712 -3.88143 -1.85011  0.505
O 0.50329 -2.95565 -1.69232  -0.970

---

*2*
ORCA calculation (ωB97M-V/def2-TZVPD) on a 2-piece molecular cluster, C3H12NOS2 overall.

Calculated values
- Net charge: +1
- Highest occupied orbital energy: -12.90 eV

Each line ends with the natural charge from an NBO analysis.
Positions of all 19 atoms, in Å:
N 1.00303 -0.91155 -0.61957  -0.667
C 0.61411 0.37429 0.11593  -0.061
C 1.84273 1.10878 0.58704  -0.651
C -0.26624 -0.06788 1.33137  -0.583
S -2.01265 0.10941 0.85337  0.124
S -2.73439 -1.75367 0.83951  -0.118
H 0.15851 -1.40081 -0.84764  0.442
H 1.48004 -0.73059 -1.49499  0.441
H 1.59777 -1.50562 -0.03563  0.435
H -0.00199 0.85631 -0.62381  0.267
H 2.66377 1.20544 -0.12720  0.237
H 1.54164 2.04039 1.06002  0.262
H 2.34388 0.54980 1.38787  0.222
H -0.10651 -1.11037 1.61662  0.240
H 0.09900 0.49642 2.19098  0.253
H -3.40707 -1.83198 1.99797  0.150
H -2.22296 0.62807 -2.29196  0.490
H -1.26627 1.03188 -3.44708  0.490
O -1.32640 0.91169 -2.49280  -0.974

---

Energy relative to the most stable one, in hartree: *1* 0.0000; *2* 0.0159

---

*1*
ORCA calculation (ωB97M-V/def2-TZVPD) on a 2-piece molecular cluster, C4H11S3 overall.

Calculated values
- Multiplicity: 2
- Net charge: 0
- Highest occupied orbital energy (spin up / spin down): -8.33 / -8.32 eV
- Expectation value of S²: 0.753

Each line ends with the natural charge from an NBO analysis.
Positions of all 18 atoms, in Å:
C 1.44060 -1.82376 -0.74512  -0.609
C -0.03368 -1.91252 -1.23451  -0.415
C -0.80089 -0.59969 -1.05052  -0.549
S -1.09999 -0.42263 0.77031  0.080
H 1.90520 -1.04558 -1.36266  0.204
H 1.98320 -2.76220 -0.75733  0.219
H 1.37354 -1.45315 0.29916  0.203
H -0.09411 -2.38026 -2.26103  0.218
H -0.52185 -2.72849 -0.64185  0.209
H -1.77828 -0.72697 -1.51816  0.232
H -0.29456 0.28349 -1.48213  0.223
C 0.55539 2.14813 1.74488  -0.764
S -0.31776 3.29208 0.68512  0.080
S -2.38770 2.89746 0.86651  -0.129
H 1.22740 2.72084 2.37886  0.222
H 1.20686 1.42870 1.22195  0.223
H -0.16443 1.54773 2.29225  0.244
H -2.19895 1.53682 0.79427  0.112

---

*2*
ORCA calculation (ωB97M-V/def2-TZVPD) on C4H11S3 as an isolated structure.

Calculated values
- Multiplicity: 2
- Net charge: 0
- Highest occupied orbital energy (spin up / spin down): -8.53 / -8.56 eV
- Expectation value of S²: 0.754

Each line ends with the natural charge from an NBO analysis.
Positions of all 18 atoms, in Å:
C -1.84064 2.68403 -2.33910  -0.618
C -1.51102 1.36707 -3.07967  -0.404
C -1.75936 0.05984 -2.22474  -0.594
S -0.94836 0.09154 -0.64063  0.082
H -2.91809 2.86437 -2.24542  0.202
H -1.37571 3.57509 -2.77505  0.218
H -1.47242 2.59353 -1.26865  0.211
H -1.95526 1.23207 -4.10814  0.210
H -0.40980 1.44538 -3.22449  0.201
H -1.33756 -0.79945 -2.75430  0.243
H -2.83875 -0.07885 -2.15093  0.215
C 0.78493 0.72690 1.72489  -0.764
S 0.58855 -1.03245 1.29591  0.122
S 2.41431 -1.61270 2.30657  -0.176
H 1.43407 0.86007 2.62015  0.245
H -0.27803 1.13484 1.98288  0.232
H 1.14926 1.16940 0.78272  0.235
H 3.08679 -2.16576 1.26326  0.138

---

Energy relative to the most stable one, in hartree: *1* 0.0000; *2* 0.0051

---

*1*
ORCA calculation (ωB97M-V/def2-TZVPD) on one molecule with the formula C22H31N3O4.

Calculated values
- Net charge: 0
- Highest occupied orbital energy: -9.17 eV
- SMILES string: CCOC(=O)[C@@]1(CC(=O)N[C@@H](Cc2cccnc2)C2CCCC2)CCCNC1=O

Each line ends with the natural charge from an NBO analysis.
Positions of all 60 atoms, in Å:
C -0.78006 -2.66179 -2.37510  -0.627
C -1.46930 -3.00337 -1.07863  -0.074
O -0.69417 -2.42112 -0.00647  -0.517
C -1.19760 -2.60240 1.21471  0.828
O -2.15094 -3.29219 1.45799  -0.590
C -0.45077 -1.77611 2.26930  -0.243
C -1.01419 -0.33706 2.22902  -0.470
C -1.38218 0.19136 0.84584  0.687
O -2.52447 0.07253 0.42203  -0.652
N -0.40049 0.80875 0.16247  -0.637
C -0.61667 1.27850 -1.19751  -0.016
C -1.47303 2.55845 -1.22362  -0.430
C -0.86649 3.70778 -0.47120  -0.058
C -1.02837 3.84893 0.90212  -0.159
C -0.41642 4.90646 1.55367  -0.259
C 0.34041 5.79768 0.80777  0.023
N 0.50032 5.69369 -0.50862  -0.415
C -0.09586 4.67123 -1.11566  0.026
C 0.71066 1.43434 -1.93783  -0.229
C 1.73688 0.31869 -1.65915  -0.414
C 2.53021 0.21503 -2.96035  -0.397
C 1.44395 0.35467 -4.02570  -0.400
C 0.53305 1.46474 -3.47775  -0.408
C -0.69957 -2.40096 3.64688  -0.380
C -0.06780 -3.78232 3.73732  -0.419
C 1.43172 -3.69910 3.52847  -0.209
N 1.76457 -2.84464 2.38927  -0.612
C 1.05312 -1.76156 1.97706  0.718
O 1.59912 -0.84064 1.39126  -0.642
H -1.31868 -3.11788 -3.20619  0.221
H -0.76038 -1.58343 -2.53061  0.211
H 0.24559 -3.03265 -2.38300  0.214
H -2.47624 -2.58942 -1.02500  0.207
H -1.53087 -4.07953 -0.91667  0.190
H -1.94530 -0.33151 2.79485  0.242
H -0.29866 0.32696 2.71584  0.233
H 0.54016 0.64937 0.49655  0.441
H -1.20596 0.50671 -1.70812  0.203
H -1.62827 2.84034 -2.26793  0.216
H -2.44956 2.31284 -0.80509  0.241
H -1.63871 3.13953 1.44860  0.216
H -0.52590 5.04551 2.62095  0.217
H 0.83444 6.63620 1.28616  0.190
H 0.04115 4.61264 -2.19257  0.186
H 1.16161 2.37904 -1.61879  0.211
H 2.36073 0.52143 -0.78895  0.223
H 1.22327 -0.62827 -1.46496  0.208
H 3.23519 1.04862 -3.03678  0.195
H 3.10144 -0.71042 -3.04163  0.209
H 1.83040 0.57848 -5.02019  0.211
H 0.88948 -0.58542 -4.09558  0.194
H -0.50895 1.31921 -3.77133  0.206
H 0.83914 2.43389 -3.87620  0.207
H -0.28132 -1.73823 4.41185  0.206
H -1.77481 -2.46167 3.80932  0.241
H -0.26191 -4.22902 4.71320  0.224
H -0.52055 -4.43540 2.99057  0.224
H 1.90861 -3.29639 4.42906  0.182
H 1.85070 -4.68976 3.35036  0.206
H 2.74853 -2.74132 2.18468  0.402

---

*2*
ORCA calculation (ωB97M-V/def2-TZVPD) on one molecule with the formula C22H31N3O4.

Calculated values
- Net charge: 0
- Highest occupied orbital energy: -9.05 eV
- SMILES string: CCOC(=O)[C@@]1(CC(=O)N[C@@H](Cc2cccnc2)C2CCCC2)CCCNC1=O

Each line ends with the natural charge from an NBO analysis.
Positions of all 60 atoms, in Å:
C -3.88440 2.28838 -1.51416  -0.625
C -3.45305 2.22534 -0.07327  -0.073
O -2.50542 1.15216 0.06951  -0.498
C -1.94987 1.08040 1.26666  0.823
O -2.25340 1.79369 2.18261  -0.597
C -0.83661 0.03542 1.36994  -0.239
C 0.42388 0.59659 0.67491  -0.468
C 0.30726 1.30680 -0.67958  0.688
O 0.30046 2.52985 -0.72696  -0.644
N 0.34157 0.52307 -1.77240  -0.636
C 0.22732 1.04612 -3.12401  -0.030
C 1.48989 1.83118 -3.50772  -0.436
C 2.80302 1.08830 -3.57458  -0.086
C 3.32046 0.35762 -2.51363  -0.115
C 4.54740 -0.26813 -2.65413  -0.273
C 5.23145 -0.13203 -3.84957  0.021
N 4.77100 0.57892 -4.86876  -0.415
C 3.59154 1.16622 -4.71789  0.035
C -0.17580 -0.12286 -4.04778  -0.219
C -1.68205 -0.09366 -4.34379  -0.390
C -1.85591 0.90405 -5.49714  -0.417
C -0.50794 0.89412 -6.25660  -0.413
C 0.39345 -0.07630 -5.47520  -0.410
C -0.50541 -0.13791 2.84763  -0.382
C -1.59752 -0.87183 3.60113  -0.418
C -1.76486 -2.26702 3.05066  -0.208
N -1.78726 -2.23783 1.59771  -0.604
C -1.28173 -1.30325 0.75699  0.699
O -1.20128 -1.55067 -0.43790  -0.647
H -4.61349 3.08815 -1.64450  0.219
H -3.03110 2.49383 -2.16081  0.216
H -4.34234 1.35051 -1.82795  0.213
H -2.98299 3.15833 0.23722  0.202
H -4.30055 2.04433 0.58996  0.186
H 0.83041 1.35885 1.33938  0.245
H 1.17733 -0.19397 0.60388  0.224
H 0.11258 -0.45126 -1.62641  0.434
H -0.57686 1.79231 -3.12890  0.203
H 1.30998 2.31610 -4.47054  0.213
H 1.59514 2.64180 -2.78209  0.253
H 2.77846 0.28034 -1.58203  0.207
H 4.96959 -0.84649 -1.84275  0.215
H 6.19592 -0.60647 -3.99699  0.190
H 3.24831 1.74317 -5.57331  0.186
H 0.10414 -1.07178 -3.58465  0.212
H -2.01018 -1.09187 -4.64458  0.204
H -2.26763 0.17284 -3.46513  0.213
H -2.69454 0.62996 -6.13638  0.212
H -2.06771 1.90292 -5.10887  0.200
H -0.62177 0.58225 -7.29444  0.211
H -0.07265 1.89505 -6.27571  0.199
H 1.44403 0.19207 -5.53297  0.221
H 0.31759 -1.07996 -5.90052  0.208
H 0.44305 -0.67905 2.93983  0.204
H -0.34818 0.84402 3.28938  0.244
H -1.35920 -0.93035 4.66368  0.224
H -2.53644 -0.31962 3.52470  0.223
H -0.93312 -2.90097 3.37827  0.184
H -2.68803 -2.72139 3.40934  0.206
H -2.06240 -3.07634 1.10767  0.408

---

Energy relative to the most stable one, in hartree: *1* 0.0000; *2* 0.0154